Formula: C38H59NO2P2ReSi
Source: the OMol25 dataset
Level of theory: ωB97M-V/def2-TZVPD

Summary:
frontier orbital gap: 6.484 eV
total charge: +1
relative energy (zero: lowest compared OMol25 entry of this formula, charge and spin): 415.2 kJ/mol
E_HOMO: -8.55 eV

XYZ file:
```
104
Properties=species:S:1:pos:R:3:lowdin_charge:R:1
Re -0.527 -0.617 -0.319 0.86
C 1.043 -3.901 0.868 -0.14
C 0.766 -4.176 -0.606 -0.50
C 1.920 -4.980 -1.201 -0.11
P 0.238 -2.608 -1.444 1.00
C -1.034 -3.120 -2.690 -0.54
C -2.333 -3.567 -2.027 -0.12
C -0.518 -4.175 -3.667 -0.10
C 1.530 -1.872 -2.516 -0.28
C 2.644 -2.459 -3.108 -0.08
C 3.536 -1.705 -3.859 -0.08
C 3.312 -0.347 -4.028 -0.07
C 2.192 0.250 -3.473 -0.05
C 1.284 -0.504 -2.733 -0.34
N 0.154 0.088 -2.117 -0.17
C -0.722 0.853 -2.897 -0.30
C -0.683 0.927 -4.299 -0.03
C -1.639 1.644 -5.000 -0.07
C -2.673 2.312 -4.357 -0.09
C -2.735 2.241 -2.975 -0.10
C -1.790 1.527 -2.252 -0.32
P -1.755 1.352 -0.453 0.97
C -3.505 1.438 0.167 -0.51
C -3.666 0.511 1.372 -0.13
C -4.170 2.783 0.449 -0.10
C -0.806 2.978 -0.223 -0.33
C -1.515 4.309 -0.346 -0.05
C -0.609 2.654 2.233 0.03
H 1.164 -4.840 1.411 0.09
H 0.231 -3.335 1.322 0.01
H 1.960 -3.317 0.987 0.08
H -0.144 -4.783 -0.680 0.10
H 2.857 -4.430 -1.132 0.08
H 1.753 -5.266 -2.239 0.06
H 2.041 -5.897 -0.621 0.09
H -1.219 -2.191 -3.243 0.10
H -2.197 -4.496 -1.468 0.07
H -3.086 -3.763 -2.794 0.08
H -2.717 -2.812 -1.341 0.04
H -0.338 -5.125 -3.159 0.07
H 0.402 -3.865 -4.165 0.07
H -1.267 -4.362 -4.438 0.09
H 2.832 -3.514 -2.995 0.08
H 4.404 -2.178 -4.298 0.11
H 4.012 0.253 -4.597 0.11
H 2.014 1.310 -3.607 0.12
H 0.079 0.396 -4.850 0.11
H -1.577 1.665 -6.081 0.11
H -3.423 2.851 -4.920 0.10
H -3.555 2.724 -2.454 0.10
H -4.026 0.970 -0.676 0.11
H -3.292 0.970 2.291 0.07
H -3.136 -0.428 1.211 0.03
H -4.723 0.286 1.529 0.09
H -3.706 3.283 1.302 0.07
H -5.214 2.611 0.716 0.09
H -4.158 3.465 -0.399 0.06
H -0.085 2.858 -1.027 0.10
H -2.097 4.562 0.537 0.08
H -2.197 4.256 -1.194 0.08
H -0.818 5.118 -0.554 0.07
H -1.247 3.493 2.504 0.11
H 0.138 2.454 2.990 0.11
H -1.171 1.740 2.070 0.06
C 0.924 5.157 1.781 0.00
C 1.337 3.884 1.074 -0.45
C 2.376 3.102 1.846 -0.01
C 1.819 4.094 -0.345 0.00
O 0.087 2.938 0.988 -0.21
H 1.796 5.812 1.803 0.11
H 0.639 4.969 2.816 0.10
H 0.122 5.687 1.274 0.08
H 3.298 3.684 1.835 0.12
H 2.573 2.143 1.375 0.07
H 2.111 2.948 2.890 0.09
H 2.760 4.640 -0.276 0.11
H 1.144 4.686 -0.959 0.09
H 2.032 3.141 -0.831 0.11
C -2.085 -3.065 2.852 -0.14
Si -0.954 -1.792 3.615 0.40
C 0.518 -2.649 4.367 -0.15
C -1.872 -0.809 4.902 -0.15
O -0.566 -0.610 2.471 -0.26
H -2.603 -3.614 3.642 0.04
H -1.544 -3.799 2.251 0.02
H -2.848 -2.608 2.221 0.03
H 0.137 -3.468 4.984 0.05
H 1.122 -2.005 5.008 0.03
H 1.176 -3.084 3.616 0.03
H -2.163 -1.444 5.742 0.04
H -2.783 -0.367 4.492 0.03
H -1.253 -0.001 5.302 0.03
C 0.295 -0.496 1.377 -0.42
C 1.712 -0.269 1.751 -0.23
C 2.694 -0.200 0.756 -0.06
C 4.014 0.059 1.081 -0.08
C 4.387 0.250 2.408 -0.08
C 3.424 0.186 3.403 -0.07
C 2.098 -0.065 3.076 -0.06
H 2.416 -0.349 -0.279 0.09
H 4.757 0.103 0.294 0.11
H 5.421 0.447 2.662 0.11
H 3.702 0.334 4.439 0.11
H 1.349 -0.073 3.857 0.09
```